No. 1
{
  "formula": "C2HF2NS",
  "method": "wB97M-V/def2-TZVPD",
  "multiplicity": 1,
  "largest_force_ev_per_a": 10.3,
  "relative_energy_ev": 0.840,
  "e_homo_ev": -10.96,
  "e_lumo_ev": 0.372,
  "smiles": "N#CC(F)(F)S",
  "total_energy_ev": -19848.28556,
  "elements": ["N", "C", "C", "F", "F", "S", "H"],
  "coordinates": [[2.9388, -0.8363, 0.7349], [2.2332, -0.2067, 0.1710], [1.1769, 0.7976, -0.8554], [0.9271, 1.9480, -0.2973], [2.0571, 1.0048, -1.8713], [-0.2771, -0.2222, -0.9775], [0.3659, -1.3408, -1.2933]],
  "forces_ev_per_a": [[4.39, -4.12, 3.61], [-6.16, 6.42, -5.12], [4.08, -3.17, 2.19], [-0.37, 0.37, 0.23], [-1.48, -0.10, -0.12], [-0.79, 0.74, -0.75], [0.33, -0.14, -0.03]],
  "lowdin_charge": [0.110, -0.185, -0.845, 0.098, 0.049, 0.874, -0.100]
}


No. 2
{
  "formula": "C6H8N4",
  "method": "wB97M-V/def2-TZVPD",
  "multiplicity": 1,
  "largest_force_ev_per_a": 3.2,
  "relative_energy_ev": 8.931,
  "e_homo_ev": [-8.02, -7.95],
  "e_lumo_ev": [-1.208, -0.764],
  "total_energy_ev": -12303.17875,
  "elements": ["C", "C", "C", "C", "C", "C", "N", "N", "N", "N", "H", "H", "H", "H", "H", "H", "H", "H"],
  "coordinates": [[2.5026, 0.5869, -0.2003], [1.5927, -1.6211, -0.9160], [-0.1859, -0.2153, 0.2826], [1.3815, 1.5271, -0.4052], [0.2143, 1.1301, 0.4712], [-1.3616, -1.0201, 0.4959], [3.6900, 0.9313, 0.2706], [4.4113, -0.1792, 0.4254], [3.7802, -1.1927, 0.0901], [2.5143, -0.7768, -0.3545], [1.6613, -2.5422, -0.3494], [1.6817, 2.6123, -0.1985], [1.0584, 1.4820, -1.5773], [-0.5235, 1.9135, 0.3333], [0.5629, 1.2788, 1.5662], [-2.3468, -0.4763, 0.2889], [-1.4521, -1.1949, 1.5518], [-1.0990, -2.0652, 0.1341]],
  "forces_ev_per_a": [[1.85, -0.23, -0.33], [-1.74, 1.73, 0.56], [1.38, -2.48, 0.23], [0.32, 0.88, -3.05], [-0.13, 1.51, 1.25], [-0.47, 0.07, -0.72], [-1.10, 1.26, 0.24], [0.87, 0.57, -0.02], [-1.57, -1.72, -0.25], [1.33, 0.98, 0.26], [0.27, -0.67, 0.02], [-0.13, -1.74, -0.24], [0.63, 0.06, 2.79], [-0.73, 0.15, 0.06], [-0.56, -0.63, -1.31], [0.92, -1.20, -0.40], [0.24, 0.13, 1.13], [-1.36, 1.33, -0.21]],
  "lowdin_charge": [-0.345, 0.140, -0.034, -0.151, -0.251, -0.114, 0.052, -0.061, 0.034, -0.184, 0.011, 0.141, 0.174, 0.112, 0.183, 0.112, 0.083, 0.097]
}


No. 3
{
  "formula": "C5H6O2S",
  "method": "wB97M-V/def2-TZVPD",
  "multiplicity": 1,
  "largest_force_ev_per_a": 1.3,
  "relative_energy_ev": 0.196,
  "e_homo_ev": -9.16,
  "e_lumo_ev": 0.651,
  "smiles": "C[C@]1(O)C=CSC1=O",
  "total_energy_ev": -20212.01079,
  "elements": ["C", "C", "O", "C", "C", "S", "C", "O", "H", "H", "H", "H", "H", "H"],
  "coordinates": [[-1.6615, -0.2922, 1.2677], [-0.8629, -0.3035, -0.0555], [-1.7216, -0.1620, -1.1693], [-0.0279, -1.5466, -0.1947], [1.2836, -1.3413, -0.0991], [1.8068, 0.3411, 0.0960], [0.1026, 0.8785, -0.0270], [-0.2557, 2.0294, -0.0790], [-2.1863, 0.6366, 1.3526], [-0.9972, -0.4272, 2.1415], [-2.4231, -1.1151, 1.2443], [-2.0506, 0.7537, -1.1328], [-0.4889, -2.5114, -0.3439], [2.0509, -2.1026, -0.1591]],
  "forces_ev_per_a": [[0.06, -1.32, -0.08], [-0.23, -0.57, 0.32], [-0.12, 0.39, 0.11], [0.28, 0.46, 0.04], [-0.16, -0.11, -0.08], [-0.41, -0.14, -0.03], [0.26, 0.90, 0.07], [0.18, -0.69, 0.00], [-0.28, 0.67, 0.11], [-0.31, 0.06, -0.41], [0.76, 0.63, 0.01], [0.03, -0.30, -0.13], [0.01, -0.04, 0.01], [-0.07, 0.05, 0.04]],
  "lowdin_charge": [0.004, -0.571, 0.017, -0.098, -0.379, 1.004, -0.623, 0.054, 0.076, 0.104, 0.108, 0.110, 0.122, 0.071]
}


No. 4
{
  "formula": "C3H7Br2OP",
  "method": "wB97M-V/def2-TZVPD",
  "multiplicity": 3,
  "largest_force_ev_per_a": 4.2,
  "e_homo_ev": [-5.25, -10.18],
  "e_lumo_ev": [0.014, -3.746],
  "s_squared": 2.006,
  "total_energy_ev": -154641.38911,
  "elements": ["C", "C", "C", "O", "P", "Br", "Br", "H", "H", "H", "H", "H", "H", "H"],
  "coordinates": [[1.4873, -2.5203, 2.0449], [-0.1454, 1.5727, -1.9870], [0.0521, 2.7426, -1.4043], [-0.6863, 0.4576, -1.3039], [-1.3101, 0.2816, 0.1600], [-3.2945, 1.2612, -0.0106], [-1.9321, -1.8048, -0.2553], [0.3957, -2.4742, 1.8337], [1.7130, -1.4580, 1.9879], [1.4283, -2.9713, 3.0808], [0.0900, 1.4752, -3.1073], [1.9943, -3.0468, 1.2215], [0.4505, 3.6273, -1.9174], [-0.2425, 2.8570, -0.3432]],
  "forces_ev_per_a": [[-2.09, 0.01, 0.35], [-0.24, -0.01, -0.92], [-0.28, 0.40, 1.05], [1.17, 1.58, -1.97], [2.65, -3.13, -0.08], [-3.36, 2.50, -0.31], [0.47, -0.04, 0.70], [0.51, -0.36, -0.45], [0.64, -0.05, 0.54], [1.09, 0.50, -1.24], [-0.57, -0.74, 2.05], [-0.13, -0.12, 0.80], [-0.20, -0.68, 0.14], [0.34, 0.13, -0.66]],
  "lowdin_spin": [0.008, 0.011, 0.045, 0.209, 0.908, 0.608, 0.186, 0.003, 0.007, 0.000, 0.002, 0.000, 0.003, 0.010]
}


No. 5
{
  "formula": "C5H13N3",
  "method": "wB97M-V/def2-TZVPD",
  "multiplicity": 1,
  "largest_force_ev_per_a": 5.4,
  "relative_energy_ev": 3.610,
  "e_homo_ev": -8.66,
  "e_lumo_ev": 0.877,
  "smiles": "[H]/N=C(/C)CC.[H]/N=C/N",
  "total_energy_ev": -9862.75622,
  "elements": ["H", "N", "C", "C", "C", "C", "H", "H", "H", "H", "H", "H", "H", "H", "H", "N", "C", "N", "H", "H", "H"],
  "coordinates": [[2.0391, -1.8892, -1.3020], [1.2006, -1.5403, -1.7658], [0.5313, -0.7028, -1.0681], [-0.6990, -0.2019, -1.7693], [0.4025, -1.1491, 0.6649], [-0.9279, -1.2874, 1.3779], [-1.0747, -0.9581, -2.4540], [-0.3806, 0.5882, -2.4556], [-1.4665, 0.0834, -1.0524], [0.8801, -2.1329, 0.6395], [1.1725, -0.6275, 1.2372], [-0.7794, -1.6303, 2.4051], [-1.5887, -2.0003, 0.8813], [-1.4893, -0.3540, 1.4288], [-1.5479, 2.1836, 1.6709], [-1.0394, 1.8275, 0.8698], [0.2238, 1.8901, 0.8746], [0.9745, 1.6290, -0.2838], [0.8119, 2.5035, 1.5662], [0.8609, 2.4438, -0.8834], [1.8963, 1.3245, -0.5816]],
  "forces_ev_per_a": [[-0.36, -0.49, 0.43], [1.43, 1.88, -0.27], [-2.18, -4.44, 2.28], [0.09, 0.53, -0.11], [1.73, 0.23, -2.12], [-0.49, 0.44, -0.38], [0.01, -0.40, 0.26], [-0.40, 0.36, 0.43], [0.04, 0.45, -0.30], [-0.30, -0.15, -0.32], [-0.37, 0.73, 0.08], [0.14, -0.07, -0.10], [0.15, -0.11, -0.05], [0.15, -0.04, -0.02], [0.63, 0.24, 0.26], [0.50, -0.70, -0.83], [0.47, 1.72, 0.58], [-0.42, 1.14, -2.63], [-0.22, -0.66, 1.01], [-0.61, -0.24, -0.16], [0.03, -0.42, 1.94]],
  "lowdin_charge": [0.039, 0.080, -0.377, -0.100, -0.171, -0.138, 0.070, 0.069, 0.050, 0.074, 0.069, 0.073, 0.074, 0.032, 0.061, 0.113, -0.344, 0.013, 0.112, 0.098, 0.102]
}


No. 6
{
  "formula": "C35H27FeN3O4P2Te",
  "method": "wB97M-V/def2-TZVPD",
  "multiplicity": 6,
  "largest_force_ev_per_a": 2.9,
  "relative_energy_ev": 0.137,
  "e_homo_ev": [-11.23, -11.87],
  "total_charge": 1,
  "e_lumo_ev": [-2.859, -5.422],
  "s_squared": 8.769,
  "total_energy_ev": -109644.27650,
  "elements": ["Fe", "O", "C", "O", "C", "C", "N", "N", "C", "C", "O", "O", "H", "H", "H", "Te", "C", "C", "C", "N", "C", "C", "C", "P", "C", "C", "C", "C", "C", "C", "C", "C", "C", "C", "C", "C", "P", "C", "C", "C", "C", "C", "C", "C", "C", "C", "C", "C", "C", "H", "H", "H", "H", "H", "H", "H", "H", "H", "H", "H", "H", "H", "H", "H", "H", "H", "H", "H", "H", "H", "H", "H", "H"],
  "coordinates": [[1.3621, -1.2968, -1.4841], [-0.2017, -6.4153, -3.5734], [-1.1608, -6.0111, -2.7379], [-2.1578, -6.6696, -2.5047], [-0.9148, -4.7410, -2.0129], [-1.7132, -4.3078, -1.0096], [-1.1463, -3.1871, -0.4616], [-0.0569, -2.8718, -1.1266], [0.1608, -3.8005, -2.0273], [1.3859, -3.6514, -2.8973], [1.6760, -4.4736, -3.7578], [2.0758, -2.5507, -2.6747], [0.5774, -5.8280, -3.7332], [-2.5680, -4.7571, -0.5476], [-1.4217, -2.7654, 0.3921], [-1.0283, 2.6765, 0.6167], [-0.4262, 2.7527, 2.6149], [0.7856, 3.3913, 2.8378], [1.2350, 3.5193, 4.1868], [0.5396, 3.0419, 5.1905], [-0.5917, 2.3743, 4.9557], [-1.1475, 2.1779, 3.6741], [0.0856, 1.1235, -0.1563], [0.9794, -0.1306, 0.6475], [2.2285, 0.3287, 1.9452], [3.3274, 1.0762, 1.5260], [4.2306, 1.5365, 2.5121], [4.1686, 1.0808, 3.8238], [3.0900, 0.2703, 4.2013], [2.1519, -0.1397, 3.2615], [-0.0430, -1.2969, 1.5930], [0.6278, -2.3986, 2.2010], [-0.1186, -3.2136, 3.0180], [-1.5206, -3.0855, 3.1456], [-2.1693, -2.0677, 2.4845], [-1.4226, -1.1210, 1.7571], [0.0852, 0.7646, -1.9317], [0.6581, 2.3831, -2.6424], [1.4850, 3.3301, -1.9233], [1.7168, 4.5619, -2.4929], [1.1740, 4.8922, -3.7574], [0.4344, 3.9333, -4.4889], [0.1671, 2.6874, -3.9130], [-1.6292, 0.6478, -2.5231], [-2.5318, 1.7231, -2.4193], [-3.8513, 1.5661, -2.7305], [-4.3206, 0.4061, -3.3358], [-3.4011, -0.6404, -3.5185], [-2.0585, -0.4798, -3.2082], [1.3831, 3.7978, 2.0669], [2.1481, 4.0236, 4.4074], [-0.9866, 2.0090, 5.8617], [-2.0611, 1.6611, 3.4809], [3.4180, 1.4178, 0.5184], [5.0673, 2.1197, 2.1597], [4.9720, 1.2568, 4.5934], [2.9820, -0.1521, 5.1742], [1.3985, -0.8380, 3.6572], [1.7385, -2.5842, 2.0650], [0.3973, -4.0300, 3.5423], [-2.0281, -3.6771, 3.8715], [-3.2126, -1.8875, 2.6160], [-1.9033, -0.2754, 1.3111], [1.9075, 3.1261, -0.9585], [2.3165, 5.3224, -2.0781], [1.3663, 5.8980, -4.1092], [0.0160, 4.1065, -5.4834], [-0.4680, 1.9846, -4.4193], [-2.2059, 2.6765, -1.8598], [-4.5944, 2.3667, -2.5696], [-5.3796, 0.2880, -3.5510], [-3.7020, -1.6343, -3.9419], [-1.3767, -1.3208, -3.3495]],
  "forces_ev_per_a": [[-0.08, 0.23, 0.30], [-0.62, -0.47, -0.04], [0.00, -0.89, -0.15], [1.10, 0.80, -0.41], [0.95, 0.18, -0.44], [0.05, 0.87, 1.58], [-1.18, -2.04, -1.72], [1.19, 0.84, 0.56], [-0.46, -0.74, -0.92], [0.59, 0.18, -0.84], [-0.41, 0.44, 0.90], [-0.36, -0.91, -0.27], [-0.38, 0.40, 0.40], [-0.30, -0.14, -0.11], [-0.12, 0.73, 0.56], [-0.03, -0.41, -0.48], [0.59, -0.44, 0.32], [-0.15, -0.17, 2.20], [-1.07, -0.36, -1.89], [0.07, -0.19, 0.28], [0.26, 0.25, -1.28], [1.37, 0.97, 0.42], [-0.97, 0.85, 0.41], [1.48, -1.27, 1.11], [-0.48, -0.32, -0.76], [-0.25, 0.75, 2.11], [0.27, -0.82, -0.89], [0.15, -0.19, 0.99], [0.35, -0.08, -1.15], [-0.19, 0.37, 0.71], [-0.21, -0.02, 0.36], [0.21, 0.47, -0.69], [-0.16, -1.15, 0.21], [1.26, 0.60, -0.01], [0.64, 0.85, -0.01], [0.87, -0.91, 0.30], [0.26, 1.09, -0.10], [0.38, 0.48, 0.68], [-1.07, -0.98, -1.25], [-1.00, -0.29, -1.90], [-0.31, -1.19, 0.06], [0.29, 0.49, 0.49], [0.68, 0.76, 0.64], [-0.14, 0.85, -0.72], [1.30, 1.14, 2.27], [-1.57, 0.79, -0.74], [0.83, -1.08, 0.48], [-0.90, -0.72, -1.08], [0.15, -0.68, 0.97], [0.41, 0.35, -0.80], [0.55, 0.30, 0.13], [-1.06, -0.63, 0.62], [-0.44, -0.30, 0.21], [0.10, 0.10, -0.56], [0.14, 0.17, 0.18], [-0.94, 0.22, -1.12], [0.24, 0.03, 0.67], [0.20, 0.74, -0.62], [-1.57, 0.36, 0.13], [-0.35, 0.38, -0.17], [-0.41, -0.60, 0.11], [-0.61, -0.11, 0.04], [-0.27, 0.33, -0.25], [0.00, -0.35, 0.30], [0.63, 0.50, 0.96], [-0.12, -0.15, -0.34], [0.27, 0.33, 0.37], [-0.08, -0.16, -0.26], [-0.54, -1.47, -1.30], [0.71, -0.30, 0.02], [0.27, -0.03, -0.08], [0.11, 1.21, 0.33], [-0.13, 0.19, -0.05]],
  "lowdin_spin": [3.668, 0.000, 0.000, 0.000, 0.000, 0.002, 0.005, 0.041, 0.006, 0.015, 0.018, 0.109, 0.000, 0.000, 0.000, 0.356, 0.034, 0.011, 0.002, 0.000, 0.000, 0.007, 0.384, 0.108, 0.018, 0.005, 0.000, 0.002, 0.001, 0.003, 0.034, 0.006, 0.001, 0.002, 0.000, 0.003, 0.079, 0.027, 0.009, 0.001, 0.002, 0.002, 0.005, 0.014, 0.002, 0.001, 0.000, 0.001, 0.002, 0.003, 0.000, 0.000, 0.003, 0.001, 0.000, 0.000, 0.000, 0.000, 0.000, 0.000, 0.000, 0.000, 0.002, 0.001, 0.000, 0.000, 0.000, 0.000, 0.001, 0.000, 0.000, 0.000, 0.000]
}


No. 7
{
  "formula": "C20H35N7RuSSb2",
  "method": "wB97M-V/def2-TZVPD",
  "multiplicity": 2,
  "largest_force_ev_per_a": 0.5,
  "relative_energy_ev": 0.499,
  "e_homo_ev": [-15.66, -15.65],
  "total_charge": 3,
  "e_lumo_ev": [-9.212, -9.936],
  "s_squared": 0.758,
  "total_energy_ev": -58208.10661,
  "elements": ["Ru", "C", "Sb", "C", "C", "C", "C", "C", "C", "C", "C", "C", "Sb", "C", "C", "H", "H", "H", "H", "H", "H", "H", "H", "H", "H", "H", "H", "H", "H", "H", "H", "H", "H", "H", "H", "C", "N", "C", "C", "N", "N", "C", "N", "N", "H", "H", "H", "H", "H", "H", "H", "H", "H", "H", "H", "S", "C", "N", "C", "C", "C", "N", "H", "H", "H", "H"],
  "coordinates": [[-0.2910, -0.3385, 0.6007], [1.6146, -0.0703, -2.7011], [2.0357, 0.1760, -0.6295], [2.7820, 2.1490, -0.5325], [3.8754, -0.8997, -0.4181], [4.5307, -0.6811, 0.9140], [5.4808, 0.3289, 1.0440], [6.1302, 0.5522, 2.2485], [5.8388, -0.2474, 3.3430], [4.8942, -1.2556, 3.2253], [4.2254, -1.4785, 2.0245], [3.2020, -2.5728, 1.9382], [1.2242, -1.8204, 2.2365], [0.1794, -3.5514, 2.8690], [1.4778, -0.7715, 4.0550], [2.5384, 0.1040, -3.2520], [0.8643, 0.6490, -3.0230], [1.2661, -1.0816, -2.9007], [3.4919, 2.2478, -1.3536], [3.2980, 2.3014, 0.4136], [1.9860, 2.8786, -0.6442], [4.4799, -0.4727, -1.2202], [3.7000, -1.9467, -0.6619], [5.7451, 0.9255, 0.1781], [6.8784, 1.3293, 2.3237], [6.3580, -0.1007, 4.2802], [4.6941, -1.8983, 4.0751], [3.3203, -3.2932, 2.7493], [3.2540, -3.1300, 1.0031], [0.8017, -4.0137, 3.6351], [0.0367, -4.2623, 2.0581], [-0.7756, -3.2811, 3.3133], [2.2023, -1.2903, 4.6799], [0.5250, -0.7207, 4.5801], [1.8441, 0.2329, 3.8514], [-3.3572, -0.2783, 4.3740], [-3.4144, -1.4038, 3.4384], [-4.3718, -2.4823, 3.7180], [-2.5551, -1.4531, 2.4162], [-1.5667, -0.6127, 2.2489], [-2.7634, -2.4939, 1.5182], [-2.0966, -2.8137, 0.3546], [-2.6230, -3.8601, -0.3067], [-1.0667, -2.1527, -0.0812], [-4.2982, -0.2282, 4.9124], [-3.2410, 0.6637, 3.8377], [-2.5485, -0.3969, 5.0982], [-5.2129, -2.4704, 3.0207], [-4.7715, -2.3332, 4.7155], [-3.8833, -3.4579, 3.7166], [-1.5139, 0.0887, 2.9744], [-3.5843, -3.0480, 1.7026], [-3.3494, -4.4359, 0.0863], [-2.1627, -4.2315, -1.1216], [-0.7519, -2.4959, -0.9806], [-0.2467, 2.0616, 1.1456], [-1.4887, 2.0589, 0.0103], [-2.2108, 3.1282, -0.4112], [-3.2004, 3.0083, -1.3205], [-3.4972, 1.7751, -1.8399], [-2.7339, 0.6958, -1.3962], [-1.7584, 0.8404, -0.5087], [-1.9917, 4.0396, -0.0194], [-3.7181, 3.9178, -1.5963], [-4.2841, 1.6515, -2.5679], [-2.9071, -0.3057, -1.7718]],
  "forces_ev_per_a": [[0.13, -0.36, 0.30], [0.05, 0.01, 0.01], [-0.16, -0.07, -0.28], [0.01, -0.04, -0.01], [-0.09, -0.04, -0.01], [-0.03, 0.06, 0.03], [0.03, -0.02, -0.01], [-0.01, -0.01, 0.00], [-0.01, 0.00, 0.00], [-0.01, 0.02, 0.00], [-0.03, 0.03, 0.01], [0.10, -0.09, -0.17], [-0.17, 0.42, 0.05], [0.08, -0.02, 0.02], [-0.02, 0.02, -0.02], [-0.02, 0.00, -0.02], [0.00, 0.01, 0.01], [0.01, 0.00, -0.01], [0.01, 0.03, 0.02], [-0.02, 0.00, 0.01], [0.00, 0.01, -0.01], [0.01, -0.03, -0.01], [0.01, 0.01, 0.01], [0.00, 0.00, 0.00], [0.00, 0.00, 0.00], [0.00, 0.00, 0.00], [0.00, 0.00, 0.00], [0.00, 0.03, 0.02], [-0.08, 0.00, 0.03], [-0.04, -0.04, 0.00], [-0.01, 0.02, -0.02], [0.01, -0.01, 0.00], [-0.01, -0.03, -0.01], [0.01, 0.02, 0.00], [0.00, 0.00, 0.02], [0.01, 0.00, 0.02], [0.02, 0.02, -0.01], [-0.03, 0.00, -0.01], [0.11, -0.15, 0.07], [-0.20, 0.20, -0.23], [-0.03, 0.07, -0.01], [0.03, -0.08, 0.02], [0.01, -0.02, 0.02], [0.04, 0.10, -0.09], [0.00, -0.01, 0.01], [-0.01, 0.00, 0.00], [0.01, 0.01, -0.01], [0.00, 0.00, 0.00], [0.00, 0.00, 0.00], [0.00, 0.00, 0.00], [-0.04, 0.02, -0.01], [0.00, -0.01, 0.00], [0.00, 0.00, 0.00], [0.00, 0.00, 0.00], [0.08, -0.07, 0.05], [0.05, -0.05, 0.19], [0.09, -0.02, 0.15], [0.00, -0.01, 0.02], [-0.01, -0.02, -0.02], [0.00, 0.01, 0.01], [0.03, 0.08, -0.03], [0.08, -0.02, -0.09], [0.00, 0.00, 0.00], [0.00, 0.00, 0.00], [0.00, 0.01, 0.00], [0.01, 0.00, 0.00]],
  "lowdin_spin": [0.880, 0.041, 0.035, -0.002, -0.004, 0.000, 0.000, 0.000, 0.000, 0.000, 0.000, -0.005, -0.019, -0.004, -0.004, 0.005, 0.000, 0.000, 0.000, 0.000, 0.000, 0.000, 0.000, 0.000, 0.000, 0.000, 0.000, -0.001, 0.000, -0.001, 0.000, 0.000, 0.000, 0.000, 0.000, 0.000, 0.004, 0.001, 0.008, 0.023, 0.001, 0.000, -0.001, 0.015, 0.000, 0.000, 0.000, 0.000, 0.000, 0.000, 0.000, 0.000, 0.000, 0.000, 0.006, -0.001, 0.004, -0.001, 0.010, -0.001, 0.007, 0.008, 0.000, 0.000, 0.000, 0.000]
}